(1)
{
  "formula": "C5H10O2",
  "method": "ωB97M-V/def2-TZVPD",
  "gap_ev": [7.48, 7.48],
  "relative_energy_kj_mol": 520.4,
  "species": ["C", "O", "C", "C", "O", "C", "C", "H", "H", "H", "H", "H", "H", "H", "H", "H", "H"],
  "coordinates": [[-1.10699, 1.57764, -1.24791], [-1.09930, 0.46218, -0.38145], [-0.02860, -0.39277, -0.61589], [1.52065, 0.32170, -0.11481], [2.28513, -0.66616, 0.24339], [0.18264, -1.37187, 0.38643], [-0.40565, -1.19776, 1.72686], [-0.23631, 2.22737, -1.09045], [-1.12226, 1.25846, -2.30012], [-2.01776, 2.13925, -1.03185], [0.07692, -0.71255, -1.65776], [1.00232, 0.94471, 0.65503], [1.91695, 1.01406, -0.89563], [0.73905, -2.26488, 0.14423], [-0.06360, -1.94668, 2.44182], [-0.14217, -0.19046, 2.08104], [-1.50102, -1.20222, 1.65706]]
}

(2)
{
  "formula": "C5H10O2",
  "method": "ωB97M-V/def2-TZVPD",
  "gap_ev": 8.76,
  "relative_energy_kj_mol": 495.2,
  "species": ["C", "C", "C", "C", "O", "C", "O", "H", "H", "H", "H", "H", "H", "H", "H", "H", "H"],
  "coordinates": [[1.97093, 1.99912, 1.12334], [0.94523, 1.31822, 0.32393], [-0.97981, -0.27428, -0.83480], [-2.14015, -1.22058, -1.02044], [-1.67268, -2.54640, -1.11286], [0.89624, -0.11412, 0.59277], [-0.31286, -0.76041, 0.32247], [2.51105, 2.75360, 0.54558], [1.31659, 2.58152, 1.79922], [2.64741, 1.38979, 1.74435], [-0.29364, -0.30604, -1.69513], [-1.29879, 0.76472, -0.70116], [-2.68211, -0.98182, -1.94010], [-2.82753, -1.09464, -0.16853], [-1.01874, -2.61664, -0.40102], [1.24973, -0.47840, 1.57093], [1.68913, -0.41364, -0.14853]]
}

(3)
{
  "formula": "C5H10O2",
  "method": "ωB97M-V/def2-TZVPD",
  "gap_ev": [8.25, 7.92],
  "relative_energy_kj_mol": 425.2,
  "species": ["C", "C", "O", "C", "C", "C", "O", "H", "H", "H", "H", "H", "H", "H", "H", "H", "H"],
  "coordinates": [[1.43553, 0.26489, -1.82704], [0.51532, 0.10971, 1.52781], [0.16629, 1.27877, 1.00889], [-1.00064, 1.29287, 0.42916], [-1.64224, -0.04069, 0.59476], [-0.48080, -0.93750, 1.12679], [-0.00702, -1.89262, 0.18473], [2.01553, 1.17598, -1.98787], [1.24588, -0.23428, -2.77983], [2.00385, -0.39588, -1.16852], [1.55530, 0.01345, 1.80030], [0.48206, 0.55074, -1.36479], [-1.34405, 2.23403, 0.03111], [-2.44645, -0.00157, 1.34115], [-2.07063, -0.45180, -0.32678], [-0.81607, -1.55334, 1.96479], [0.38813, -1.41276, -0.55463]]
}

(4)
{
  "formula": "C5H10O2",
  "method": "ωB97M-V/def2-TZVPD",
  "gap_ev": [8.37, 6.24],
  "relative_energy_kj_mol": 642.9,
  "species": ["C", "C", "C", "C", "O", "C", "O", "H", "H", "H", "H", "H", "H", "H", "H", "H", "H"],
  "coordinates": [[-0.90851, -0.87935, 0.68411], [-0.62221, 0.08620, -0.40813], [0.74716, -0.23288, -0.99501], [1.60255, -0.61102, 0.18347], [1.07192, 0.48523, 1.96923], [-1.56067, 1.00002, -1.07975], [-0.69726, 1.48437, -0.05223], [-0.75782, -1.92446, 0.39849], [0.27668, -0.13958, 1.81649], [-1.88855, -0.74744, 1.15858], [1.15265, 0.63308, -1.52360], [0.68916, -1.07638, -1.69759], [2.53987, -0.08886, 0.33982], [1.61612, -1.64876, 0.50363], [0.71617, 1.31346, 1.59496], [-2.61754, 0.95374, -0.81322], [-1.35971, 1.39262, -2.07925]]
}

(5)
{
  "formula": "C5H10O2",
  "method": "ωB97M-V/def2-TZVPD",
  "gap_ev": 9.60,
  "relative_energy_kj_mol": 393.4,
  "species": ["C", "O", "C", "C", "O", "C", "C", "H", "H", "H", "H", "H", "H", "H", "H", "H", "H"],
  "coordinates": [[-0.56519, -0.12963, -2.32579], [0.19705, 0.14857, -1.16194], [-0.04516, 0.97132, 1.51191], [-1.06065, -0.16694, 1.45560], [-0.83755, -0.35167, 2.90560], [0.02575, 0.71902, 2.82032], [1.42963, -0.51473, -1.05395], [-0.93961, -1.16255, -2.32538], [-1.43614, 0.54098, -2.34242], [0.00984, 0.04623, -3.24216], [0.28166, 1.77302, 0.86386], [-0.81542, -1.10051, 0.93921], [-2.08602, 0.16155, 1.26997], [0.51102, 1.14202, 3.69023], [2.22637, -0.00340, -1.61222], [1.71735, -0.51845, 0.00481], [1.38706, -1.55482, -1.39765]]
}

(6)
{
  "formula": "C5H10O2",
  "method": "ωB97M-V/def2-TZVPD",
  "gap_ev": 8.91,
  "relative_energy_kj_mol": 390.1,
  "species": ["C", "C", "O", "C", "C", "C", "O", "H", "H", "H", "H", "H", "H", "H", "H", "H", "H"],
  "coordinates": [[1.84718, -0.93365, -0.57319], [1.04007, 0.14198, 0.05092], [1.70977, 1.33994, -0.15629], [0.07782, 0.10039, 1.16303], [-0.65341, 0.03484, -0.14883], [-2.08876, -0.57624, -0.17520], [-0.72591, 1.23801, -0.87867], [2.77969, -1.14072, -0.04354], [1.20748, -1.80623, -0.66732], [2.09217, -0.57271, -1.58158], [1.28853, 2.06894, 0.32059], [-0.08458, 0.98803, 1.77774], [0.15785, -0.81685, 1.74534], [-2.73667, 0.24566, 0.20237], [-2.47147, -0.79650, -1.17669], [-2.31367, -1.43095, 0.47685], [-1.12607, 1.91604, -0.33554]]
}

(7)
{
  "formula": "C5H10O2",
  "method": "ωB97M-V/def2-TZVPD",
  "gap_ev": 9.02,
  "relative_energy_kj_mol": 372.2,
  "species": ["C", "C", "C", "C", "C", "O", "H", "H", "H", "H", "H", "H", "H", "H", "O", "H", "H"],
  "coordinates": [[3.27761, 0.84184, -1.47803], [2.37451, 1.19438, -0.47533], [0.93815, 0.98884, -0.32968], [0.32269, -0.21773, 0.05304], [-1.11499, -0.73609, 0.10214], [1.26369, -0.88786, 0.86605], [4.28618, 1.28604, -1.55555], [2.96462, 0.56544, -2.46886], [2.81021, 1.79252, 0.41190], [0.18873, 1.56948, -0.85570], [-1.22606, -1.45593, -0.72476], [-1.89853, -0.00131, -0.11652], [-1.24626, -1.17558, 1.13306], [2.15975, -0.46226, 0.77381], [-4.82707, -0.80778, 1.45437], [-5.84736, -0.89441, 1.42624], [-4.42589, -1.59959, 1.78380]]
}

(8)
{
  "formula": "C5H10O2",
  "method": "ωB97M-V/def2-TZVPD",
  "gap_ev": 8.19,
  "relative_energy_kj_mol": 541.8,
  "species": ["C", "C", "C", "C", "O", "C", "O", "H", "H", "H", "H", "H", "H", "H", "H", "H", "H"],
  "coordinates": [[2.15658, -0.46096, -0.24176], [-0.19213, 0.98363, -0.63694], [-1.49417, 0.83210, 0.04366], [-1.22662, 0.31349, 1.49177], [-0.94757, -1.05692, 1.54116], [0.13700, -0.17156, -1.54643], [0.86314, -0.95474, -0.58736], [2.09381, 0.35290, 0.48442], [2.69854, -1.30794, 0.18437], [2.67642, -0.09791, -1.13559], [-2.23766, 0.16020, -0.41782], [-1.91660, 1.83863, 0.16444], [-2.14023, 0.46271, 2.07347], [-0.43042, 0.92606, 1.94133], [-0.21122, -1.23256, 0.93127], [0.78018, 0.09194, -2.39716], [-0.68991, -0.81331, -1.88802]]
}

(9)
{
  "formula": "C5H10O2",
  "method": "ωB97M-V/def2-TZVPD",
  "gap_ev": 9.69,
  "relative_energy_kj_mol": 266.8,
  "species": ["C", "C", "O", "C", "C", "H", "H", "H", "H", "H", "H", "H", "H", "C", "O", "H", "H"],
  "coordinates": [[-0.09030, 0.96359, 0.91175], [-0.80876, 0.09921, 0.15835], [-2.06056, 0.37703, -0.27290], [-0.21944, -1.11031, -0.45677], [0.27981, -2.14197, 0.55132], [-0.55198, 1.84154, 1.34002], [0.83469, 0.64412, 1.35661], [-2.37492, 1.20528, 0.11221], [0.66597, -0.71087, -1.02992], [-0.94347, -1.55139, -1.14302], [0.71837, -2.98796, 0.02683], [-0.54133, -2.51286, 1.16460], [1.03419, -1.71392, 1.20802], [0.97324, 1.86177, -0.91938], [1.57504, 0.94326, -1.46194], [0.04293, 2.26697, -1.35311], [1.46653, 2.52651, -0.19266]]
}

(10)
{
  "formula": "C5H10O2",
  "method": "ωB97M-V/def2-TZVPD",
  "gap_ev": 8.44,
  "relative_energy_kj_mol": 279.2,
  "species": ["C", "C", "C", "C", "C", "O", "H", "H", "H", "H", "H", "H", "H", "H", "O", "H", "H"],
  "coordinates": [[-3.36630, 0.05275, 0.28549], [-2.05129, 0.00667, -0.43175], [-1.02747, 0.82800, -0.25277], [0.35666, 0.47799, -0.53675], [1.37686, 1.06956, 0.12651], [2.63358, 0.59806, 0.19179], [-4.22752, 0.27159, -0.34453], [-3.54941, -0.93914, 0.70415], [-3.32019, 0.72058, 1.14267], [-1.81097, -0.91491, -0.95515], [-1.18549, 1.80025, 0.20783], [0.77079, 0.12429, -1.47818], [1.23501, 1.93365, 0.76809], [2.72316, -0.36527, 0.20214], [1.82396, -2.19768, 0.42516], [0.85872, -2.29650, 0.45585], [1.95379, -2.66655, -0.41136]]
}

(11)
{
  "formula": "C5H10O2",
  "method": "ωB97M-V/def2-TZVPD",
  "gap_ev": 10.21,
  "relative_energy_kj_mol": 225.7,
  "species": ["O", "C", "C", "C", "C", "O", "C", "H", "H", "H", "H", "H", "H", "H", "H", "H", "H"],
  "coordinates": [[1.84181, -0.05597, 1.30262], [1.86903, -0.38988, -0.07495], [0.46872, -0.82762, -0.47235], [-0.54238, 0.30845, -0.49571], [-2.02820, -0.08013, -0.57160], [-2.33954, 0.65022, 0.61942], [-0.95239, 0.95836, 0.83815], [2.66670, 0.38506, 1.53194], [2.58511, -1.20361, -0.26911], [2.17743, 0.47534, -0.68377], [0.14277, -1.59855, 0.23853], [0.51032, -1.29988, -1.46307], [-0.26088, 1.04885, -1.25410], [-2.21316, -1.15831, -0.45334], [-2.59244, 0.28461, -1.43870], [-0.78438, 2.03945, 0.91881], [-0.54852, 0.46362, 1.72722]]
}

(12)
{
  "formula": "C5H10O2",
  "method": "ωB97M-V/def2-TZVPD",
  "gap_ev": 8.67,
  "relative_energy_kj_mol": 245.9,
  "species": ["C", "C", "C", "O", "C", "C", "H", "H", "H", "H", "H", "H", "H", "H", "O", "H", "H"],
  "coordinates": [[1.72878, -1.06169, 2.36935], [1.45490, -1.00134, 1.06176], [0.34991, -0.17951, 0.51657], [0.58202, 0.09553, -0.83056], [-0.85791, 0.00375, 1.06483], [-2.04927, 0.68965, 0.46638], [1.03676, -0.54010, 3.01210], [2.56986, -1.60395, 2.76336], [2.17665, -1.22720, 0.28222], [0.00400, 0.85432, -0.98331], [-0.96165, -0.27317, 2.10701], [-1.94134, 1.22456, -0.47820], [-2.76602, -0.14439, 0.34152], [-2.60190, 1.35741, 1.12659], [-0.60907, 0.90194, -3.33484], [-0.82435, 0.07598, -3.72992], [-0.86515, 1.51996, -4.02225]]
}

(13)
{
  "formula": "C5H10O2P",
  "method": "ωB97M-V/def2-TZVPD",
  "gap_ev": 8.68,
  "charge": -1,
  "relative_energy_kj_mol": 31.3,
  "species": ["C", "C", "P", "O", "O", "C", "C", "C", "H", "H", "H", "H", "H", "H", "H", "H", "H", "H"],
  "coordinates": [[-2.15819, 1.95297, 1.56118], [-1.64609, 0.87186, 0.98838], [-0.00742, 0.24476, 1.45957], [0.89136, 1.43030, 1.37986], [-0.09920, -0.59927, 2.68029], [0.32710, -0.77071, 0.05673], [1.69728, -1.45057, 0.41291], [0.54610, -0.01188, -1.24762], [-3.27522, 2.08921, 1.36994], [-1.63286, 2.57467, 2.22830], [-2.24638, 0.35820, 0.17843], [-0.32813, -1.55217, -0.22092], [2.20129, -0.78946, 1.08524], [1.66364, -2.47672, 0.89567], [2.14356, -1.70527, -0.52238], [1.31749, 0.89997, -1.18827], [-0.44319, 0.46830, -1.49706], [1.00415, -0.60483, -2.01086]]
}

(14)
{
  "formula": "C5H10O2P2",
  "method": "ωB97M-V/def2-TZVPD",
  "gap_ev": [7.57, 5.57],
  "spin_multiplicity": 3,
  "species": ["C", "C", "C", "C", "C", "O", "O", "P", "P", "H", "H", "H", "H", "H", "H", "H", "H", "H", "H"],
  "coordinates": [[1.35257, -0.51071, -0.49020], [-0.82313, 1.78323, -0.70163], [-0.44789, -1.97621, 0.54143], [-1.08212, 0.46446, 0.06941], [-0.17196, -0.75066, -0.35572], [1.90676, -0.11826, 0.68530], [1.87356, -0.49441, -1.55218], [4.48004, -0.22991, -0.50783], [3.50729, 0.51169, 1.06376], [-0.49241, 1.59603, -1.69555], [-0.15150, 2.65341, -0.33144], [-1.86627, 2.18585, -0.61253], [-0.00282, -2.92473, 0.13757], [-1.59274, -2.05936, 0.45348], [-0.24999, -1.78876, 1.58545], [-0.90912, 0.77260, 1.09265], [-2.11792, 0.06998, -0.02663], [-0.39244, -1.26138, -1.31045], [5.67487, 0.19907, -0.02361]]
}